Below is the molecule C3H4N2O2S at a distorted geometry, with properties calculated with wB97M-V/def2-TZVPD.

Positions of all 12 atoms, in Å:
C -0.19 -0.88 -0.87
C -1.45 -0.89 -1.44
C -0.23 0.33 -0.14
N -1.42 0.92 -0.22
N 1.35 -0.18 2.03
O 2.05 1.53 0.29
O -2.16 0.12 -0.99
S 1.02 0.89 1.06
H 0.70 -1.52 -0.92
H -2.04 -1.48 -2.12
H 2.17 -0.72 1.73
H 0.21 1.87 1.59

The value obtained for the energy above the lowest of the compared OMol25 structures with the same formula, charge and spin is 480.8 kJ/mol. As for the LUMO energy: 0.69 eV. As for the multiplicity: 1. As for the HOMO energy: -10.38 eV. The HOMO-LUMO gap comes out at 0.407 Eh. The total energy comes out at -21081.849 eV.

Atomic partial charges in e from the natural (NBO) method, atoms 1 to 2:
1 C -0.36
2 C 0.15